(1)
Formula: C5H8N2S
Source: OMol25
Level of theory: the ωB97M-V functional and the def2-TZVPD basis

Summary:
Energy in Ha: -702.86318
F_max in eV/Å: 5.77
HOMO-LUMO gap in eV: 7.897
HOMO in hartree: -0.332
E_LUMO in eV: -1.13
Net charge: 0
Relative energy (zero: lowest compared OMol25 entry of this formula, charge and spin) in kJ/mol: 438.0
Structure (SMILES): CC/C=N\N=C\C=S

Each atom is followed by the atoms it is bonded to, with distances in Å.
CARTESIAN COORDINATES (ANGSTROEM)
1 C -1.29507 1.31020 -0.25725  C2 1.446, H6 1.134, H7 1.058, H8 1.095
2 C -1.83653 0.18699 0.47516  C1 1.446, C3 1.430, H9 1.134, H10 1.232
3 C -1.45400 -0.99254 -0.23614  C2 1.430, H11 1.015, N14 1.337
4 C 1.86923 -0.81806 -0.23078  C5 1.466, H12 1.209, N15 1.305
5 C 3.09579 -0.39851 0.45285  C4 1.466, H13 1.010, S16 1.592
6 H -1.51019 2.20826 0.40175  C1 1.134
7 H -0.35776 1.30002 -0.74895  C1 1.058
8 H -2.03421 1.58791 -1.01649  C1 1.095
9 H -2.96179 0.28238 0.58002  C2 1.134
10 H -1.42198 0.18147 1.63544  C2 1.232
11 H -2.07915 -1.41237 -0.91700  C3 1.015
12 H 1.96938 -0.39520 -1.35915  C4 1.209
13 H 2.97887 -0.61809 1.43130  C5 1.010
14 N -0.22067 -1.43233 -0.50516  C3 1.337, N15 1.434
15 N 0.82713 -1.21195 0.44859  C4 1.305, N14 1.434
16 S 4.43095 0.22183 -0.15421  C5 1.592

=====

(2)
Formula: C6H20O4
Source: OMol25
Level of theory: the ωB97M-V functional and the def2-TZVPD basis

Summary:
Energy in Ha: -541.09528
2S+1: 2
F_max in eV/Å: 2.33
HOMO-LUMO gap (spin up / spin down) in eV: 10.151 / 2.452
HOMO (spin up / spin down) in hartree: -0.477 / -0.464
E_LUMO (spin up / spin down) in eV: -2.83 / -10.17
Net charge: +1
Relative energy (zero: lowest compared OMol25 entry of this formula, charge and spin) in kJ/mol: 199.6

Each atom is followed by the atoms it is bonded to, with distances in Å.
CARTESIAN COORDINATES (ANGSTROEM)
1 C 3.73039 -3.01769 1.09380  O2 1.407, H3 1.090, H4 1.090, H5 1.090
2 O 3.01385 -1.87818 0.68280  C1 1.407, H6 0.960
3 H 4.76869 -2.72240 1.24491  C1 1.090
4 H 3.51550 -3.20154 2.14647  C1 1.090
5 H 3.65677 -3.90877 0.47036  C1 1.090
6 H 3.44781 -1.38163 -0.01485  O2 0.960
7 C -0.62010 -2.31273 0.33552  O8 1.382, H9 1.090, H10 1.090, H11 1.090
8 O 0.32162 -2.73695 1.25422  C7 1.382, H12 0.960
9 H -0.61321 -2.85819 -0.60816  C7 1.090
10 H -1.63008 -2.49459 0.70291  C7 1.090
11 H -0.56461 -1.22990 0.22371  C7 1.090
12 H 1.09847 -2.18390 1.14360  O8 0.960
13 C -2.76736 1.34819 -0.68750  C14 1.570, H16 1.090, H17 1.090, H18 1.090
14 C -4.15466 1.68320 -0.03320  C13 1.570, O15 1.372, H19 1.090, H20 1.090
15 O -4.96668 0.60296 0.20651  C14 1.372, H21 0.960
16 H -2.04267 0.74141 -0.14459  C13 1.090
17 H -2.30602 2.30027 -0.94982  C13 1.090
18 H -2.98954 0.75156 -1.57224  C13 1.090
19 H -4.69568 2.40792 -0.64162  C14 1.090
20 H -4.07007 2.25140 0.89313  C14 1.090
21 H -5.61278 0.67106 0.91326  O15 0.960
22 C 1.30668 1.05730 -1.15782  C23 1.547, H25 1.090, H26 1.090, H27 1.090
23 C 1.50434 2.27346 -0.22313  C22 1.547, O24 1.383, H28 1.090, H29 1.090
24 O 2.43357 3.11831 -0.80207  C23 1.383, H30 0.960
25 H 1.53053 1.31333 -2.19341  C22 1.090
26 H 0.34547 0.54331 -1.15770  C22 1.090
27 H 2.04677 0.32864 -0.82703  C22 1.090
28 H 1.82345 1.83518 0.72248  C23 1.090
29 H 0.54871 2.77204 -0.06096  C23 1.090
30 H 1.94077 3.92700 -0.95945  O24 0.960

=====

(3)
Formula: C3H3BrO2
Source: OMol25
Level of theory: the ωB97M-V functional and the def2-TZVPD basis

Summary:
Energy in Ha: -2840.53661
F_max in eV/Å: 4.69
HOMO-LUMO gap in eV: 8.936
HOMO in hartree: -0.311
E_LUMO in eV: 0.47
Net charge: 0
Relative energy (zero: lowest compared OMol25 entry of this formula, charge and spin) in kJ/mol: 127.9

Each atom is followed by the atoms it is bonded to, with distances in Å.
CARTESIAN COORDINATES (ANGSTROEM)
1 C -0.01388 0.94814 -0.19888  C3 1.475, O4 1.145
2 C 1.63977 -0.47769 -0.15266  O5 1.141, Br6 1.954
3 C -1.19866 0.10662 0.05286  C1 1.475, H7 1.093, H8 1.095, H9 1.052
4 O 0.33833 2.01681 -0.40974  C1 1.145
5 O 2.55011 -0.65107 -0.81789  C2 1.141
6 Br 1.20774 -1.56686 1.41076  C2 1.954
7 H -1.09030 -0.54198 0.92581  C3 1.093
8 H -1.33326 -0.48339 -0.85922  C3 1.095
9 H -2.09987 0.64942 0.04896  C3 1.052

=====

(4)
Formula: C5H10NO
Source: OMol25
Level of theory: the ωB97M-V functional and the def2-TZVPD basis

Summary:
Energy in Ha: -326.21701
F_max in eV/Å: 2.09
HOMO-LUMO gap in eV: 8.924
HOMO in hartree: -0.517
E_LUMO in eV: -5.14
Net charge: +1
Relative energy (zero: lowest compared OMol25 entry of this formula, charge and spin) in kJ/mol: 170.1
Structure (SMILES): C=[NH+]CCCC=O

Each atom is followed by the atoms it is bonded to, with distances in Å.
CARTESIAN COORDINATES (ANGSTROEM)
1 O -1.62440 0.09114 0.57963  C2 1.209
2 C -1.84810 0.66675 -0.45970  O1 1.209, C3 1.525, H8 1.096
3 C -0.97280 0.43890 -1.68797  C2 1.525, C4 1.526, H9 1.093, H10 1.092
4 C 0.32826 -0.25494 -1.29456  C3 1.526, C5 1.541, H11 1.087, H12 1.093
5 C 1.12659 0.32010 -0.10828  C4 1.541, N7 1.477, H13 1.078, H14 1.082
6 C 1.77897 -0.62276 2.07175  N7 1.278, H15 1.083, H16 1.087
7 N 0.97289 -0.53815 1.08353  C5 1.477, C6 1.278, H17 1.023
8 H -2.76573 1.24256 -0.62321  C2 1.096
9 H -0.81553 1.41612 -2.15251  C3 1.093
10 H -1.61337 -0.16584 -2.33258  C3 1.092
11 H 1.04769 -0.28770 -2.10867  C4 1.087
12 H 0.03538 -1.29555 -1.13059  C4 1.093
13 H 0.71303 1.27792 0.16307  C5 1.078
14 H 2.16904 0.24016 -0.38744  C5 1.082
15 H 1.38517 -1.00103 3.00678  C6 1.083
16 H 2.83898 -0.54175 1.84614  C6 1.087
17 H 0.04378 -0.95227 1.19591  N7 1.023

=====

(5)
Formula: C2H5NO2
Source: OMol25
Level of theory: the ωB97M-V functional and the def2-TZVPD basis

Summary:
Energy in Ha: -284.40324
F_max in eV/Å: 0.70
HOMO-LUMO gap in eV: 10.775
HOMO in hartree: -0.365
E_LUMO in eV: 0.85
Net charge: 0
Relative energy (zero: lowest compared OMol25 entry of this formula, charge and spin) in kJ/mol: 168.4
Structure (SMILES): NC=O.C=O

Each atom is followed by the atoms it is bonded to, with distances in Å.
CARTESIAN COORDINATES (ANGSTROEM)
1 O -2.15229 -0.41466 -0.58696  C2 1.200
2 C -2.00024 0.36585 0.31154  O1 1.200, H3 1.100, H4 1.106
3 H -1.25708 1.17464 0.25467  C2 1.100
4 H -2.60368 0.28342 1.23467  C2 1.106
5 C 1.65919 0.27480 0.23004  N6 1.386, O7 1.206, H8 1.099
6 N 1.46696 -1.09455 0.33144  C5 1.386, H9 1.007, H10 1.009
7 O 0.97399 0.99069 -0.45686  C5 1.206
8 H 2.50231 0.69380 0.79776  C5 1.099
9 H 1.17676 -1.52105 1.19582  N6 1.007
10 H 1.06853 -1.51254 -0.49550  N6 1.009

=====

Among the records above, which one has the highest energy? C2H5NO2